30
Properties=species:S:1:pos:R:3:forces:R:3:nbo_charge:R:1 method="wB97M-V/def2-TZVPD" total_charge=-2 orbital_gap_ev=5.62 de_lowest_ev=0.835 lumo_energy_ev=4.78 fmax_ha_per_bohr=0.01202 e_homo_ev=-0.84 e_tot_ha=-1757.71428
Li -0.1207 -0.0312 0.7471 0.1 0.0 -0.1 0.7836
S 2.2408 -0.1620 0.2450 -0.3 0.0 0.0 -0.4958
C 2.7202 -0.6785 1.8377 -0.5 0.1 0.2 -0.3121
C 4.0882 -1.0616 1.9262 0.6 -0.1 0.1 0.3086
N 5.2075 -1.3491 1.9521 -0.1 0.0 0.0 -0.4371
C 1.9446 -0.7328 2.9732 0.0 0.2 -0.5 -0.3055
S 0.2768 -0.2740 3.1427 -0.1 0.0 -0.2 -0.4752
C 2.5554 -1.1859 4.1770 0.3 -0.2 0.5 0.3084
N 3.0154 -1.5559 5.1704 0.0 0.0 -0.1 -0.4326
N -3.5174 2.2680 0.1170 -0.1 -0.4 0.0 -0.5349
C -2.5703 3.2674 0.0827 0.0 0.0 0.0 -0.1299
C -1.3743 2.6352 0.0100 0.0 0.1 -0.1 -0.0680
N -1.5593 1.2762 0.0045 -0.1 -0.1 0.2 -0.5455
C -2.8620 1.0766 0.0852 0.2 0.3 -0.2 0.5184
C -2.6689 -1.3238 -0.0731 0.2 -0.5 -0.2 0.5391
N -1.3584 -1.4137 -0.0985 -0.1 0.3 0.2 -0.5465
C -1.0738 -2.7534 -0.2056 0.0 -0.1 -0.1 -0.0755
C -2.2237 -3.4748 -0.2559 0.0 0.0 0.0 -0.1359
N -3.2393 -2.5491 -0.1744 -0.1 0.4 0.1 -0.5543
H -4.5016 2.4242 0.2631 -0.2 0.1 0.0 0.4423
H -2.8561 4.3031 0.1287 0.0 0.0 0.0 0.2073
H -0.3802 3.0467 -0.0438 0.0 0.0 0.1 0.2136
H -0.0517 -3.0919 -0.2489 0.0 0.0 0.1 0.2204
H -2.4115 -4.5317 -0.3216 0.0 0.0 0.0 0.2009
H -4.2515 -2.5964 -0.1535 0.0 -0.1 0.0 0.4502
N -3.4934 -0.1790 0.0404 -0.5 0.0 0.2 -0.4838
C -4.8896 -0.5733 0.0762 0.4 -0.1 0.0 0.1595
N -5.8639 0.2441 0.3387 -0.2 -0.1 -0.1 -0.6733
C -6.1817 1.4453 0.6871 0.2 0.3 0.1 0.4143
N -6.5879 2.4996 0.9958 0.1 -0.1 -0.1 -0.5603

---

84
Properties=species:S:1:pos:R:3:forces:R:3:lowdin_charge:R:1 method="wB97M-V/def2-TZVPD" total_charge=0 smiles=Oc1ccc(O)cc1.Oc1ccc(O)cc1.Oc1ccc(O)cc1.CO.CO.CO.CO.CO.CO.CO orbital_gap_ev=8.40 de_lowest_ev=3.640 lumo_energy_ev=0.25 fmax_ha_per_bohr=0.36365 e_homo_ev=-8.15 e_tot_ha=-1957.75259
O -0.8193 1.1880 1.6330 -0.5 -0.3 -0.6 -0.0095
C 0.0937 0.4840 0.8600 1.8 1.1 0.9 -0.2808
C -0.3433 -0.4640 -0.0170 2.0 0.0 -0.6 0.0071
C 0.5507 -1.1540 -0.9050 -3.8 1.4 1.8 0.0059
C 1.8397 -0.9100 -0.7230 5.5 -2.1 -2.7 -0.3436
O 2.8657 -1.4660 -1.6200 -4.8 -0.1 -0.7 0.0051
C 2.3977 -0.1130 0.2140 -1.5 4.1 3.8 -0.0262
C 1.5137 0.7180 0.9910 -0.1 -2.4 -0.6 0.0544
H -1.7303 1.1480 1.2160 1.3 0.1 0.5 0.1068
H -1.3733 -0.5890 0.0640 -1.7 -0.8 -0.7 0.0849
H 0.0337 -1.6700 -1.6650 0.4 -1.0 -0.9 0.1123
H 3.6717 -1.4110 -1.1860 2.7 0.1 1.5 -0.0005
H 3.4417 0.1200 0.5260 -0.6 -1.0 -1.2 0.1365
H 2.0537 1.2220 1.7850 -0.8 0.6 0.0 0.1028
O -8.4293 -0.4860 2.4380 0.6 -3.5 -4.9 0.0712
C -7.1133 -0.7380 2.1680 2.5 -2.9 -0.3 -0.2733
C -6.2763 0.0100 1.2860 -0.5 -1.3 1.0 0.0129
C -4.9743 -0.4590 0.9620 0.3 0.7 -0.3 -0.0195
C -4.3753 -1.5110 1.6000 -2.5 0.1 -0.1 -0.3325
O -3.1343 -1.9010 1.1980 -2.9 3.5 -4.7 0.1027
C -5.1913 -2.2240 2.4730 -1.0 0.4 -0.2 -0.0234
C -6.5703 -2.0180 2.6750 1.9 3.8 -1.2 0.0395
H -8.5483 0.0810 3.0910 -0.7 4.1 4.7 0.0250
H -6.7093 0.9180 0.9040 0.2 0.2 -0.4 0.1038
H -4.2463 -0.1030 0.2310 -0.9 1.1 -0.2 0.1121
H -2.7453 -2.3190 1.8490 3.4 -3.6 5.1 0.0228
H -4.6643 -2.9290 3.0140 0.5 -2.1 1.1 0.0874
H -7.0763 -2.6340 3.3660 -0.8 -0.5 0.5 0.0922
O -1.1683 4.4960 -4.0320 2.5 2.7 -4.2 0.0317
C -1.6983 4.0630 -2.9400 -1.9 -1.7 2.5 -0.4171
C -2.9603 3.3460 -3.0000 2.4 0.9 1.5 0.0346
C -3.3373 2.8280 -1.6600 -2.6 0.5 -4.2 -0.0144
C -2.6343 3.0250 -0.4960 2.9 2.4 -2.3 -0.3970
O -3.1043 2.5640 0.6330 -2.1 -3.1 1.1 0.0470
C -1.4023 3.7710 -0.5180 -0.5 0.3 -1.4 0.0149
C -0.9703 4.2860 -1.7610 -2.2 -1.5 1.6 -0.0284
H -0.3913 5.1590 -3.9820 -2.0 -1.8 0.5 0.1699
H -3.4513 3.3220 -4.0780 0.7 -0.4 2.9 0.1574
H -4.4133 2.4450 -1.7190 1.8 0.1 0.9 0.1321
H -2.9503 3.0860 1.3790 0.6 1.5 1.6 0.0964
H -0.8173 4.0350 0.3840 -0.6 -0.5 -0.5 0.1228
H -0.1243 4.9070 -1.8430 1.1 0.5 0.1 0.0923
C -2.2493 -0.7350 -3.6790 2.3 6.3 6.1 -0.1629
O -1.5903 0.2110 -4.3930 1.5 2.9 -2.1 -0.0960
H -2.2963 -1.4950 -4.1870 0.6 -8.6 -5.3 -0.0061
H -3.2653 -0.5690 -3.5960 -2.4 1.3 1.3 0.0674
H -1.6593 -0.8630 -2.7480 -1.1 -0.5 0.0 0.0932
H -1.0953 0.9210 -3.9170 -0.9 -1.4 -0.1 0.0874
C 0.1087 0.1360 4.6950 -1.6 -1.4 0.1 -0.1980
O -0.0973 1.5130 4.5940 -1.8 1.0 -2.0 -0.1605
H 1.1347 -0.0970 4.4920 0.8 -0.4 0.3 0.0552
H -0.4703 -0.2660 3.8200 0.5 -0.8 1.2 0.0746
H -0.2613 -0.2810 5.7130 0.7 0.5 -1.7 0.1072
H -0.6943 1.5190 3.7680 1.5 0.9 1.9 0.0814
C 4.6607 3.5710 1.6640 -2.2 0.0 4.6 -0.1099
O 5.6727 2.8400 2.3840 -3.2 -7.4 -16.9 0.0037
H 4.6487 4.6310 1.8190 1.1 1.0 0.2 0.0575
H 3.6377 3.4180 2.2630 1.5 -0.6 -2.1 0.1197
H 4.7087 3.4520 0.6360 -0.2 -1.1 -1.7 0.0508
H 5.7957 3.1880 3.0720 2.9 8.0 15.9 -0.1185
C 2.0507 1.7460 -3.3130 -2.4 0.5 -9.8 -0.1620
O 1.4337 0.4500 -3.3910 3.1 -0.1 4.5 -0.1541
H 2.9457 1.9820 -4.1140 -1.7 -1.2 2.0 0.1238
H 2.3007 2.0650 -2.4360 1.4 1.7 5.4 -0.0105
H 1.2277 2.4190 -3.7970 1.4 -0.5 1.2 0.0922
H 1.8577 0.1370 -2.4500 -1.9 -0.1 -3.9 0.1019
C 6.5157 -2.3550 -0.8070 -4.9 -6.8 -5.0 -0.1468
O 5.3427 -1.8870 -0.2600 -1.7 -0.4 -3.1 -0.0666
H 6.7897 -3.2630 -0.3150 0.5 -0.7 0.1 0.0807
H 7.2417 -1.7880 -0.9780 6.1 5.7 0.0 -0.0169
H 6.4267 -2.6130 -2.0720 -0.6 0.1 3.5 0.1754
H 5.7117 -1.5760 0.4920 0.6 2.1 4.5 0.0353
C 2.8717 -4.9670 -1.5290 -0.2 -1.1 -0.5 -0.1099
O 2.6617 -6.0360 -2.4870 5.1 -2.2 5.6 -0.0727
H 3.8787 -5.0440 -1.0520 -0.9 0.0 -0.6 0.0926
H 2.0757 -5.1090 -0.8250 -0.1 0.2 1.1 0.0644
H 2.6857 -4.0120 -1.9870 0.4 0.6 -0.2 0.0558
H 2.1547 -5.7400 -3.1150 -4.3 2.6 -5.5 -0.0323
C 2.4097 -3.0680 2.4480 -3.1 0.1 -7.6 -0.0407
O 0.9697 -2.7810 2.1470 0.8 -3.2 4.3 -0.1086
H 2.6297 -2.5970 3.2770 1.8 3.4 3.6 0.0167
H 2.7787 -2.8530 1.3580 0.9 0.2 2.6 0.1204
H 2.6747 -4.0520 2.6130 -0.4 -2.6 0.2 0.0454
H 0.9577 -2.2760 1.4020 0.0 2.2 -3.2 -0.0485

---

10
Properties=species:S:1:pos:R:3:forces:R:3:nbo_charge:R:1 method="wB97M-V/def2-TZVPD" total_charge=+1 orbital_gap_ev=10.93 de_lowest_ev=1.428 lumo_energy_ev=-6.52 fmax_ha_per_bohr=0.11908 e_homo_ev=-17.45 e_tot_ha=-267.43565
C 2.0774 0.3419 0.0600 0.9 -2.4 -0.2 0.4381
C -0.0288 -0.7499 0.0195 1.6 -5.4 -2.4 0.8058
C -1.3864 -0.2996 0.0799 -2.3 1.1 0.3 -0.7809
O 0.5424 -1.8084 -0.1004 -1.6 4.2 0.8 -0.4118
O 0.8855 0.5674 0.0623 -0.7 0.1 0.3 -0.3868
H 2.7807 1.0612 0.2439 1.3 2.7 0.3 0.1982
H 2.5345 -0.6481 -0.0807 -0.8 -0.3 0.0 0.2083
H -2.2007 -1.1431 0.2148 2.0 1.7 -0.1 0.3222
H -1.7252 0.4452 -0.7481 1.0 -1.4 1.2 0.3223
H -1.2165 0.3737 0.9599 -1.3 -0.3 -0.1 0.2847